Here is a cluster of 34 separate species, H68O34 in total in a non-equilibrium geometry from the OMol25 dataset. Energies are from ωB97M-V/def2-TZVPD.

Structure (XYZ):
```
102
H68O34 (ωB97M-V/def2-TZVPD)
O 3.115 2.701 1.052
H 3.272 1.905 1.559
H 3.988 2.989 0.782
O 0.097 0.198 2.507
H 0.472 -0.680 2.439
H -0.758 0.127 2.081
O 1.144 1.506 -5.193
H 1.404 1.451 -4.273
H 1.910 1.870 -5.637
O -0.686 3.888 2.115
H -0.055 3.946 1.398
H -0.154 3.947 2.908
O -1.666 1.178 -3.415
H -1.295 0.304 -3.292
H -2.222 1.313 -2.648
O -0.347 3.596 -3.790
H -0.178 2.670 -3.964
H -0.712 3.611 -2.905
O -0.941 3.102 -1.270
H -0.748 2.166 -1.311
H -0.249 3.465 -0.716
O -3.319 0.122 3.964
H -4.094 0.421 4.440
H -2.993 0.906 3.521
O 1.113 4.346 -0.180
H 1.884 3.793 -0.055
H 1.393 5.216 0.103
O 5.654 -1.582 -2.743
H 6.178 -2.300 -3.097
H 4.929 -2.015 -2.291
O 3.921 0.284 -3.388
H 4.664 -0.314 -3.468
H 3.951 0.814 -4.184
O -5.387 1.737 0.942
H -5.707 1.476 1.806
H -4.572 2.206 1.119
O 1.262 2.384 3.862
H 1.868 2.010 4.502
H 0.892 1.625 3.411
O 0.814 -3.919 -0.463
H 0.932 -4.689 0.093
H 0.096 -4.154 -1.050
O -0.560 -1.257 -2.537
H -1.191 -1.861 -2.145
H -0.075 -0.900 -1.793
O -4.501 -2.551 0.779
H -3.863 -2.821 1.439
H -5.074 -1.935 1.236
O -2.397 -3.808 2.612
H -2.206 -4.690 2.294
H -2.313 -3.873 3.564
O 2.643 -2.380 -1.799
H 2.004 -3.009 -1.462
H 2.325 -1.530 -1.497
O 1.770 1.650 -2.471
H 2.638 1.246 -2.486
H 1.255 1.091 -1.889
O -1.969 0.157 0.820
H -2.123 0.947 1.337
H -2.576 0.230 0.083
O -2.855 -2.534 -1.567
H -3.506 -2.275 -2.218
H -3.242 -2.287 -0.727
O 2.859 4.093 -3.349
H 2.269 4.842 -3.264
H 2.377 3.363 -2.959
O -3.686 0.626 -1.332
H -4.445 0.920 -0.830
H -4.052 0.067 -2.017
O -1.166 -1.826 4.732
H -1.831 -1.335 4.249
H -0.883 -1.229 5.424
O 0.465 -2.423 2.127
H 0.362 -2.999 1.370
H -0.350 -2.525 2.619
O 3.591 0.339 3.223
H 4.372 -0.214 3.245
H 3.565 0.752 4.086
O -2.857 2.379 2.290
H -1.996 2.773 2.430
H -3.459 3.123 2.263
O 2.150 -3.312 4.529
H 1.817 -2.869 3.749
H 1.489 -3.145 5.201
O 0.168 -2.634 -4.756
H 0.072 -2.021 -4.027
H 0.540 -3.422 -4.359
O -1.413 -4.615 -1.593
H -1.958 -5.251 -1.130
H -1.968 -3.841 -1.680
O 2.855 -1.389 1.349
H 2.089 -1.886 1.636
H 3.068 -0.826 2.094
O -3.898 4.503 -0.783
H -3.220 5.092 -1.113
H -3.415 3.759 -0.423
O 0.480 0.069 -0.542
H -0.345 -0.156 -0.112
H 1.140 -0.011 0.147
O 4.288 -3.547 0.449
H 4.137 -3.641 -0.491
H 3.732 -2.812 0.709
```

Gap between HOMO and LUMO   0.2914 Ha
LUMO   -0.027 hartree
ΔE to the lowest compared entry with this formula, charge and spin   350.1 kJ/mol